Formula: C4H5NO3S
Source: OMol25
Level of theory: ωB97M-V/def2-TZVPD

```
14
Properties=species:S:1:pos:R:3:forces:R:3:nbo_charge:R:1
C -1.23834 0.39701 0.07445 3.046 -0.455 0.145 0.405
C -2.50063 -0.34734 0.15522 0.357 0.086 -1.886 0.304
C 0.42407 -1.41487 0.05391 -2.478 0.574 0.349 -0.861
C 0.74905 1.32781 -0.76421 2.160 1.920 3.596 -0.440
N -0.55174 1.32234 -0.29033 -2.179 -0.795 -0.264 -0.336
O -2.99122 -0.58317 -0.92066 -0.430 0.038 0.101 -0.437
O 2.50825 0.06866 0.87688 -2.084 -0.675 -1.143 -0.934
O 2.40622 -0.70766 -1.45670 -1.004 0.572 0.083 -0.942
S 1.65102 -0.29507 -0.27786 3.169 0.342 0.926 2.045
H -2.83513 -0.82781 1.03815 -0.182 -0.130 1.381 0.174
H 0.43769 -1.92662 1.01801 0.083 0.454 -0.207 0.254
H -0.12234 -1.92721 -0.75950 0.935 0.417 0.287 0.252
H 0.90170 1.27139 -1.78657 -0.440 0.346 -2.230 0.251
H 1.30924 2.30031 -0.29995 -0.952 -2.694 -1.140 0.265
```
Positions in Å, forces in eV/Å.

## Properties
HOMO energy (alpha / beta): -0.337 / -0.337 Ha
Energy above the lowest of the compared OMol25 structures with the same formula, charge and spin: 489.62 kJ/mol

Formula: C4H5NO4
Source: OMol25
Level of theory: ωB97M-V/def2-TZVPD

```
14
Properties=species:S:1:pos:R:3:forces:R:3:nbo_charge:R:1
C -2.04838 0.44882 -0.84159 -0.323 0.460 0.452 -0.258
C 0.17736 -0.46111 0.38768 1.724 -3.382 1.024 0.401
C -0.15422 -1.25894 -0.87932 -1.734 3.345 0.653 0.764
C 1.57058 0.18899 0.27871 -0.011 1.203 -0.494 0.566
N 2.04557 0.59332 1.46185 0.065 0.002 0.588 -0.790
O -0.92459 -0.15367 -1.45843 0.966 -2.156 -1.540 -0.571
O -0.40065 -0.64715 1.43568 -0.011 0.901 -0.666 -0.496
O 0.11674 -2.30405 -1.33823 -0.252 0.535 -0.145 -0.456
O 2.12888 0.32046 -0.79164 -0.342 -0.410 0.277 -0.560
H 1.53693 0.38196 2.30284 -0.109 -0.005 0.007 0.414
H 2.96459 0.99340 1.54215 0.010 -0.041 -0.181 0.413
H -2.58759 0.99610 -1.62745 0.185 -0.349 0.190 0.208
H -1.71827 1.19318 -0.09750 -0.264 -0.290 -0.081 0.174
H -2.70695 -0.29130 -0.37474 0.095 0.189 -0.083 0.192
```
Positions in Å, forces in eV/Å.

## Properties
SMILES: COC(=O)C(=O)C(N)=O
HOMO energy: -0.364 Ha
Energy above the lowest of the compared OMol25 structures with the same formula, charge and spin: 159.04 kJ/mol

Formula: C4H5NOS
Source: OMol25
Level of theory: ωB97M-V/def2-TZVPD

```
12
Properties=species:S:1:pos:R:3:forces:R:3:nbo_charge:R:1
C 1.49890 0.71331 0.80478 0.025 0.663 0.040 -0.206
C 0.83013 -0.14139 0.35172 -0.319 -0.741 -0.074 -0.235
C 4.11232 -1.88263 0.10957 0.539 -0.681 -0.175 0.872
C -4.98984 1.38807 -0.32264 4.217 -0.138 2.111 -0.505
N 3.91988 -1.07742 -0.79895 1.792 -1.244 3.481 -0.773
O 4.44119 -2.62897 0.98326 -0.976 2.103 -1.995 -0.517
S -6.41414 1.01186 0.11017 -2.992 -0.787 0.893 0.140
H 1.84234 1.62467 1.11408 1.132 1.481 0.700 0.222
H 0.24330 -0.93719 0.08610 -0.928 -1.394 -0.643 0.219
H -4.75201 1.77140 -1.25913 0.432 0.700 -1.712 0.180
H -4.06458 1.26635 0.38797 -1.653 0.226 -1.291 0.186
H 3.33250 -1.10804 -1.56692 -1.269 -0.188 -1.333 0.418
```
Positions in Å, forces in eV/Å.

## Properties
SMILES: N=C=O.C#C.C=S
HOMO energy: -0.327 Ha
Energy above the lowest of the compared OMol25 structures with the same formula, charge and spin: 392.07 kJ/mol

Formula: C4H5NOS
Source: OMol25
Level of theory: ωB97M-V/def2-TZVPD

```
12
Properties=species:S:1:pos:R:3:forces:R:3:nbo_charge:R:1
C -1.73304 -0.43673 -0.76187 0.064 1.250 3.390 -0.464
C -0.82810 -0.44216 0.36713 -3.907 0.064 -1.648 -0.109
C 0.76207 0.85297 -0.78132 -1.028 3.627 -5.238 -0.076
C 1.47377 -0.54308 1.09512 2.798 4.584 -1.664 0.534
H -3.14209 -0.10716 -0.04120 3.900 -1.273 -2.887 0.257
H -1.20067 -0.20075 -2.13837 -2.432 -0.935 4.575 0.283
H -1.28585 -0.59740 1.72465 1.785 0.605 -4.796 0.269
H -0.15250 0.75523 -1.49904 2.125 1.133 1.103 0.182
H 1.14609 -1.23697 1.77558 -1.456 -2.170 1.257 0.143
N 0.54144 -0.05354 0.09594 -0.365 -4.865 5.959 -0.537
O 2.56644 -0.02350 1.24345 -1.487 -1.175 -0.483 -0.482
S 1.85244 2.03309 -1.08007 0.002 -0.845 0.431 0.000
```
Positions in Å, forces in eV/Å.

## Properties
HOMO energy: -0.306 Ha
Energy above the lowest of the compared OMol25 structures with the same formula, charge and spin: 804.29 kJ/mol

> What is the energy above the lowest of the compared OMol25 structures with the same formula, charge and spin in the first record?

489.62 kJ/mol